Version one
2 unconnected molecules or ions with the total composition C2H4Cl3OP, computed with wB97M-V/def2-TZVPD.

Structure (ORCA input):
```
! wB97M-V def2-TZVPD RIJCOSX def2/J DEFGRID3
* xyz 0 1
C 1.75044 0.23956 0.50531
C 0.61276 -0.76423 0.26056
O -1.78815 0.44979 -2.13611
P -1.83337 0.44375 -0.67476
Cl 0.68425 -1.76360 -1.02505
Cl -2.69506 2.11354 0.00700
Cl -3.14352 -1.21691 -0.23444
H 1.45136 0.92252 1.33964
H 2.24629 0.84469 -0.33343
H 2.56676 -0.32807 1.06859
H 0.14822 -0.94104 1.22270
*
```

- HOMO (spin up / spin down): -0.3356 / -0.3223 hartree
- LUMO (spin up / spin down): -1.40 / -2.31 eV
- Molar mass: 181.4 g mol⁻¹
- Orbital gap (spin up / spin down): 7.733 / 6.458 eV

***

Version two
2 unconnected molecules or ions with the total composition C2H4Cl3OP, computed with wB97M-V/def2-TZVPD.

Structure (ORCA input):
```
! wB97M-V def2-TZVPD RIJCOSX def2/J DEFGRID3
* xyz 0 1
O -2.22061 -0.40127 0.38720
C -1.92781 0.56303 -0.46968
C -0.95197 1.41885 -0.13634
Cl -0.13052 2.50460 -1.17815
Cl -0.01730 1.18974 1.30208
H -1.52132 -0.45324 1.09032
H -2.47845 0.47180 -1.40629
P 1.74690 -1.24204 0.06067
Cl 3.19514 -0.04400 0.46042
H 2.20206 -1.73191 -0.99028
H 2.10389 -2.27556 0.88003
*
```

- HOMO: -0.3248 hartree
- Structure (SMILES): OC=C(Cl)Cl.PCl
- LUMO: 0.68 eV
- Molar mass: 181.4 g mol⁻¹
- Orbital gap: 9.518 eV

***

Verdict on stability: version one comes out on top.

***

Version one
A gas-phase ion, C2HO3S (charge -1), computed with wB97M-V/def2-TZVPD.

Structure (ORCA input):
```
! wB97M-V def2-TZVPD RIJCOSX def2/J DEFGRID3
* xyz -1 1
C -1.85034 -0.12153 0.03439
C -0.69630 0.26395 0.13611
S 1.07189 0.24014 0.00731
O 1.40653 0.97444 -1.21494
O 1.18218 -1.60232 0.02419
O 1.51287 0.91994 1.26338
H -2.62683 -0.67460 -0.25045
*
```

- HOMO: -0.1833 hartree
- Structure (SMILES): C#CS(=O)(=O)[O-]
- LUMO: 4.10 eV
- Molar mass: 105.1 g mol⁻¹
- Orbital gap: 9.088 eV

***

Version two
A gas-phase ion, C2HO3S (charge -1), computed with wB97M-V/def2-TZVPD.

Structure (ORCA input):
```
! wB97M-V def2-TZVPD RIJCOSX def2/J DEFGRID3
* xyz -1 1
C -0.48692 1.60718 0.48305
C -1.07351 -1.38012 -0.36375
O -0.41366 -1.96322 -1.14518
O 1.03515 -0.47405 0.92381
O 0.90854 0.25656 -1.43151
S 0.31045 0.26436 -0.07258
H -0.28004 1.68929 1.60617
*
```

- HOMO (spin up / spin down): -0.1356 / -0.1451 hartree
- LUMO (spin up / spin down): 3.43 / 3.33 eV
- Molar mass: 105.1 g mol⁻¹
- Orbital gap (spin up / spin down): 7.123 / 7.281 eV

***

Verdict on stability: version one comes out on top.

***

Version one
2 unconnected molecules or ions with the total composition C4H12N3, computed with wB97M-V/def2-TZVPD.

Structure (ORCA input):
```
! wB97M-V def2-TZVPD RIJCOSX def2/J DEFGRID3
* xyz 0 2
C 1.65098 0.61639 0.95795
C 0.14556 0.38633 0.85766
C -0.52463 0.19360 -0.63514
C -1.98621 0.27950 -0.59141
N -2.84026 -0.51360 0.25314
N 0.05265 -1.15669 -1.10217
N 2.22959 0.70178 -0.42626
H 2.11276 -0.16636 1.58444
H 1.90701 1.54840 1.51427
H -0.24513 -0.46241 1.41297
H -0.35026 1.28083 1.29248
H -2.43543 1.18951 -0.95734
H -2.44829 -0.54500 1.19337
H -3.00416 -1.37043 -0.26299
H 0.19147 0.77626 -1.21091
H -0.59093 -1.69428 -1.66735
H 0.94490 -0.99604 -1.54381
H 3.25215 0.76938 -0.39043
H 1.93825 -0.83715 -0.27848
*
```

- HOMO (spin up / spin down): -0.2932 / -0.3231 hartree
- LUMO (spin up / spin down): 0.56 / 0.18 eV
- Molar mass: 102.2 g mol⁻¹
- Orbital gap (spin up / spin down): 8.537 / 8.971 eV

***

Version two
A single C4H12N3 molecule, computed with wB97M-V/def2-TZVPD.

Structure (ORCA input):
```
! wB97M-V def2-TZVPD RIJCOSX def2/J DEFGRID3
* xyz 0 2
C -0.61088 -1.13319 -1.34550
C -0.33949 0.16677 -0.54459
C 0.87583 0.15303 0.37564
C 0.39145 0.53203 1.78357
N -0.21117 1.84446 1.59532
N 2.28348 0.66793 0.22455
N -1.96266 -1.63382 -1.85909
H 0.05335 -1.09716 -2.29718
H -0.32062 -2.02425 -0.72077
H -0.50696 0.99293 -1.22790
H -0.80642 2.09505 2.40276
H 1.32612 0.24957 2.49007
H -0.41156 -0.23809 2.15245
H -0.79007 1.45783 0.82475
H 1.09134 -0.96966 0.37875
H 2.52347 1.67708 0.55260
H 2.49828 0.68689 -0.71657
H -2.29794 -1.76534 -2.86612
H -2.78555 -1.66208 -1.20276
*
```

- HOMO (spin up / spin down): -0.3109 / -0.3226 hartree
- LUMO (spin up / spin down): 1.06 / -0.46 eV
- Molar mass: 102.2 g mol⁻¹
- Orbital gap (spin up / spin down): 9.516 / 8.323 eV

***

Version three
A single C4H12N3 molecule, computed with wB97M-V/def2-TZVPD.

Structure (ORCA input):
```
! wB97M-V def2-TZVPD RIJCOSX def2/J DEFGRID3
* xyz 0 2
C -0.91390 1.02343 1.79627
C 0.33970 0.28252 1.20006
C 0.22791 -0.09190 -0.30899
C 1.45650 -0.90042 -0.75185
N 1.31549 -1.30725 -2.13244
N -0.95208 -0.88955 -0.35999
N -1.52848 1.82700 0.64612
H -0.69949 1.79083 2.52239
H -1.70221 0.30697 2.07167
H 0.40055 -0.65870 1.81105
H 1.31339 0.78945 1.37196
H 2.39772 -0.37459 -0.46726
H 0.75155 -0.68396 -2.68791
H 2.06579 -1.73732 -2.63957
H 0.29692 0.81449 -0.99189
H -0.85797 -1.55599 -1.13765
H 1.55042 -1.73662 -0.00142
H -2.33390 2.34864 0.97973
H -1.86232 1.12508 -0.00189
*
```

- HOMO (spin up / spin down): -0.3312 / -0.3323 hartree
- LUMO (spin up / spin down): 1.17 / -0.52 eV
- Molar mass: 102.2 g mol⁻¹
- Orbital gap (spin up / spin down): 10.183 / 8.518 eV

***

Verdict on stability: version three comes out on top.